C54H135N9 | ωB97M-V with the def2-TZVPD basis set

F_max = 0.062 hartree/bohr
HOMO = -0.2877 Ha
SMILES = CCN(CC)CC.CCN(CC)CC.CCN(CC)CC.CCN(CC)CC.CCN(CC)CC.CCN(CC)CC.CCN(CC)CC.CCN(CC)CC.CCN(CC)CC
lowest unoccupied orbital energy = 0.558 eV
HOMO-LUMO gap = 8.388 eV
ΔE to the lowest compared entry with this formula, charge and spin = 121.3 kcal/mol
charge = 0

CARTESIAN COORDINATES (ANGSTROEM)
C -2.77207 -13.39968 11.92802
C -3.19865 -12.05583 11.38901
N -1.96581 -11.23923 11.00488
C -1.31130 -10.82052 12.24047
C 0.22008 -10.54748 11.89619
C -2.18774 -10.04399 10.26046
C -2.76552 -10.42184 8.81977
H -1.81287 -13.68615 11.49675
H -3.52018 -14.13593 11.63417
H -2.80993 -13.53735 13.00862
H -3.84916 -12.15511 10.52005
H -3.79822 -11.46941 12.08524
H -1.76240 -9.96243 12.73877
H -1.35717 -11.56881 13.03170
H 0.83922 -9.86402 12.47728
H 0.76674 -11.48773 11.82409
H 0.42919 -9.99862 10.97797
H -1.22478 -9.56615 10.08023
H -2.80156 -9.31093 10.78388
H -2.72586 -9.53497 8.18732
H -3.79252 -10.76453 8.94597
H -2.16115 -11.22280 8.39396
C -1.71445 -8.91658 -0.57209
C -0.61123 -9.78091 0.18759
N -1.02570 -11.10322 0.26459
C -0.41398 -11.82377 -0.82165
C -1.06357 -13.24002 -1.01895
C -1.15187 -11.64888 1.62561
C -2.23790 -10.92385 2.53256
H -2.60304 -8.79693 0.04773
H -2.10149 -9.44144 -1.44548
H -1.24869 -7.96801 -0.83928
H 0.33393 -9.63261 -0.33468
H -0.38130 -9.36474 1.16843
H -0.34463 -11.24529 -1.74288
H 0.61311 -12.00087 -0.50254
H -2.12624 -13.15353 -1.24561
H -0.51336 -13.68872 -1.84602
H -0.81071 -13.96717 -0.24733
H -0.15907 -11.59494 2.07231
H -1.37141 -12.71579 1.58580
H -1.98377 -9.87677 2.69733
H -2.24170 -11.34814 3.53659
H -3.25810 -11.13190 2.21006
C 0.37897 1.27910 4.28481
C -0.28840 0.95245 2.99134
N -1.72644 1.22440 2.92015
C -1.99512 2.65410 2.76679
C -3.43904 3.06341 2.56298
C -2.52447 0.59238 3.95389
C -2.40398 -0.90379 3.87926
H 1.43310 1.17691 4.02702
H 0.19481 0.53310 5.05790
H 0.40305 2.30531 4.65149
H 0.18438 1.51244 2.18450
H -0.07770 -0.08168 2.71884
H -1.61601 3.26637 3.58502
H -1.41375 2.91972 1.88386
H -3.53106 4.05659 2.12340
H -3.83340 2.26340 1.93643
H -4.08292 3.05793 3.44247
H -3.55143 0.85766 3.70273
H -2.16190 0.90275 4.93385
H -2.90355 -1.44167 4.68500
H -1.41513 -1.36190 3.89974
H -2.82912 -1.16711 2.91074
C -0.54570 -4.73810 2.72171
C 0.16757 -5.51271 3.85057
N -0.79475 -5.95002 4.87053
C -1.36164 -4.87062 5.78404
C -0.36961 -3.76380 6.36610
C -1.71793 -7.00751 4.50373
C -2.17773 -7.92157 5.68357
H -1.58502 -5.02168 2.55582
H -0.07225 -4.74430 1.73992
H -0.59644 -3.65421 2.82519
H 0.61659 -6.38554 3.37660
H 0.97586 -4.92544 4.28632
H -1.89568 -5.40478 6.56988
H -2.15664 -4.32075 5.28034
H -0.93236 -3.02144 6.93209
H -0.04974 -3.10332 5.56016
H 0.45274 -4.20053 6.93275
H -2.56917 -6.57956 3.97424
H -1.28275 -7.66948 3.75506
H -2.51213 -8.89234 5.31770
H -1.31230 -8.25456 6.25650
H -2.85950 -7.42044 6.37071
C 3.81504 -4.88366 0.62538
C 3.58873 -4.66659 -0.85891
N 2.25441 -4.18357 -1.17892
C 1.24868 -5.22829 -0.86810
C -0.23590 -4.81983 -0.92102
C 2.02247 -3.95037 -2.60452
C 3.11180 -3.08216 -3.29988
H 4.88134 -5.07512 0.74552
H 3.31168 -5.76909 1.01364
H 3.58884 -4.00961 1.23608
H 4.34656 -4.03419 -1.32133
H 3.79116 -5.63315 -1.32031
H 1.28997 -6.17872 -1.40016
H 1.28524 -5.62700 0.14571
H -0.41391 -3.90995 -0.34784
H -0.69873 -4.68733 -1.89894
H -0.87114 -5.56359 -0.43998
H 1.11807 -3.34658 -2.67939
H 1.87438 -4.87845 -3.15664
H 3.24000 -2.13279 -2.77992
H 2.81047 -2.75701 -4.29566
H 4.10209 -3.53560 -3.34263
C -5.38813 -5.36804 6.20710
C -4.88738 -4.64360 7.48096
N -5.41625 -5.25468 8.72113
C -6.87491 -5.60214 8.73073
C -7.73499 -4.33972 8.46471
C -4.79704 -4.50170 9.91162
C -5.00833 -5.25146 11.15616
H -5.47894 -6.42408 6.46130
H -4.74882 -5.22446 5.33601
H -6.39117 -5.03151 5.94487
H -3.79974 -4.64497 7.55271
H -5.17003 -3.59964 7.34545
H -7.13645 -6.34074 7.97299
H -7.10040 -5.99318 9.72288
H -7.73406 -4.13449 7.39421
H -8.73486 -4.60903 8.80507
H -7.46313 -3.46214 9.05128
H -5.19847 -3.49486 10.02657
H -3.71182 -4.45588 9.82049
H -4.34669 -6.10180 11.32126
H -5.96294 -5.69468 11.43964
H -4.83125 -4.61851 12.02571
C 2.12719 -10.01258 8.56470
C 2.95319 -9.99034 7.25976
N 2.20323 -9.60090 6.07697
C 0.98588 -10.41454 5.83339
C 1.43592 -11.79376 5.49886
C 1.81398 -8.12557 5.97374
C 2.94914 -7.11808 6.15836
H 2.87052 -10.26348 9.32141
H 1.36369 -10.78677 8.64102
H 1.63336 -9.08477 8.85348
H 3.70080 -9.21059 7.40524
H 3.56449 -10.88508 7.14208
H 0.37698 -10.61576 6.71478
H 0.37174 -9.90977 5.08765
H 0.54912 -12.32506 5.15329
H 2.09586 -11.68334 4.63839
H 1.88591 -12.28821 6.35974
H 0.99723 -7.95018 6.67392
H 1.51503 -7.92727 4.94447
H 2.68092 -6.11311 5.83248
H 3.80256 -7.46431 5.57537
H 3.23939 -6.98527 7.20057
C -8.02957 -6.53067 2.77500
C -6.79318 -6.04221 3.34887
N -5.61591 -5.93710 2.49326
C -5.74195 -4.80660 1.55206
C -4.33582 -4.28869 1.15408
C -5.08184 -7.24727 1.98489
C -4.93528 -8.27571 3.09715
H -8.73875 -6.93230 3.49876
H -7.80027 -7.26007 1.99816
H -8.57531 -5.69441 2.33800
H -6.95644 -5.09571 3.86420
H -6.52518 -6.74622 4.13668
H -6.33910 -4.00080 1.97888
H -6.18704 -5.17654 0.62840
H -3.89198 -5.01310 0.47119
H -3.66983 -4.21292 2.01363
H -4.35394 -3.34721 0.60509
H -5.77402 -7.55423 1.20081
H -4.11692 -7.06230 1.51288
H -4.41260 -9.20438 2.86809
H -4.46781 -8.01568 4.04687
H -5.96245 -8.56333 3.32136
C 1.43437 -0.37372 9.05533
C 2.93527 -0.30716 8.83193
N 3.63246 -1.12780 9.81718
C 3.15705 -2.55647 9.92275
C 3.13734 -3.20806 8.55178
C 5.07187 -1.13801 9.60658
C 5.68873 0.28043 9.72185
H 1.06603 -1.38909 8.90882
H 0.97950 0.33911 8.36754
H 1.14400 -0.02672 10.04699
H 3.12778 -0.45355 7.76910
H 3.34049 0.70045 8.92464
H 3.74599 -3.10748 10.65598
H 2.15681 -2.62712 10.35013
H 2.61908 -4.16497 8.61356
H 2.67838 -2.62956 7.75003
H 4.14623 -3.37678 8.17525
H 5.34508 -1.73660 8.73760
H 5.38766 -1.63018 10.52644
H 5.17570 0.78480 10.54071
H 5.58658 0.87566 8.81445
H 6.67269 0.22377 10.18736